Entry from the Open Molecules 2025 dataset: a 2-piece molecular cluster, C6H12S2 overall in a non-equilibrium geometry (wB97M-V/def2-TZVPD).

Last column: Löwdin charge in e.
Cartesian coordinates (Å):
S 1.36067 -1.75093 1.80440  0.66
S 2.97675 0.41620 -0.17403  0.64
C -0.41431 -0.08450 0.37888  -0.59
C -0.34646 1.46884 0.05252  -0.06
C 0.40056 -0.41772 1.67251  -0.58
C -1.88997 -0.34392 0.82385  -0.09
C 2.38023 0.32223 -1.68023  -0.54
C -0.18981 -1.02028 -0.86644  -0.08
H -0.14341 -0.37004 -1.69708  0.04
H -2.68684 -0.39745 -0.04124  0.13
H 0.13259 0.23108 2.51403  0.07
H -1.09493 -1.62933 -0.82432  0.08
H -0.38402 2.02156 0.96924  0.07
H 2.84478 -0.44628 -2.30999  0.01
H 0.77841 -1.45684 -0.62937  0.01
H 1.29846 0.75616 -1.82476  0.02
H 0.50664 1.77947 -0.52753  0.03
H -1.24540 1.76625 -0.40815  0.06
H -2.32197 0.39498 1.46222  0.07
H -1.96197 -1.23949 1.30550  0.04

HOMO   -8.716 eV
LUMO level   -0.4 eV
HOMO-LUMO gap   0.3047 Ha
Energy   -1032.0680 a.u.